Formula: C80H211N17O23
Source: the OMol25 dataset
Level of theory: wB97M-V/def2-TZVPD

Last columns: bonded neighbours and bond lengths (Å).
Atoms and positions in Å:
1 C -5.00 -1.41 -2.51  C2 1.523, H7 1.090, H8 1.090, H9 1.090
2 C -6.22 -2.05 -1.87  C1 1.523, C3 1.460, N6 1.437, H10 1.090
3 C -6.52 -1.40 -0.59  C2 1.460, O4 1.422, H11 1.090, H12 1.090
4 O -7.83 -1.64 -0.09  C3 1.422, C5 1.374
5 C -8.14 -2.93 0.27  O4 1.374, H13 1.090, H14 1.090, H15 1.090
6 N -7.29 -1.83 -2.81  C2 1.437, H16 1.010, H17 1.010
7 H -4.95 -1.68 -3.56  C1 1.090
8 H -4.12 -1.69 -1.93  C1 1.090
9 H -5.00 -0.32 -2.42  C1 1.090
10 H -6.17 -3.11 -1.60  C2 1.090
11 H -6.41 -0.32 -0.72  C3 1.090
12 H -5.97 -1.68 0.30  C3 1.090
13 H -7.27 -3.58 0.23  C5 1.090
14 H -8.76 -3.41 -0.49  C5 1.090
15 H -8.56 -3.10 1.26  C5 1.090
16 H -8.18 -2.11 -2.42  N6 1.010
17 H -7.49 -0.87 -3.02  N6 1.010
18 C -6.87 3.96 0.93  C19 1.498, H24 1.090, H25 1.090, H26 1.090
19 C -8.00 4.56 0.16  C18 1.498, C20 1.589, N23 1.437, H27 1.090
20 C -8.21 3.74 -1.19  C19 1.589, O21 1.426, H28 1.090, H29 1.090
21 O -8.40 4.61 -2.30  C20 1.426, C22 1.412
22 C -9.41 4.29 -3.24  O21 1.412, H30 1.090, H31 1.090, H32 1.090
23 N -9.13 4.81 1.01  C19 1.437, H33 1.010, H34 1.010
24 H -5.90 4.14 0.46  C18 1.090
25 H -6.91 2.89 1.13  C18 1.090
26 H -6.93 4.43 1.91  C18 1.090
27 H -7.67 5.56 -0.12  C19 1.090
28 H -9.00 2.99 -1.13  C20 1.090
29 H -7.35 3.12 -1.44  C20 1.090
30 H -10.40 4.57 -2.87  C22 1.090
31 H -9.51 3.23 -3.49  C22 1.090
32 H -9.24 4.81 -4.19  C22 1.090
33 H -8.90 5.07 1.96  N23 1.010
34 H -9.59 5.64 0.65  N23 1.010
35 C -1.85 -7.05 6.23  C36 1.587, H41 1.090, H42 1.090, H43 1.090
36 C -1.97 -6.75 4.68  C35 1.587, C37 1.599, N40 1.485, H44 1.090
37 C -2.73 -5.36 4.48  C36 1.599, O38 1.412, H45 1.090, H46 1.090
38 O -4.05 -5.52 4.97  C37 1.412, C39 1.427
39 C -4.87 -4.35 5.05  O38 1.427, H47 1.090, H48 1.090, H49 1.090
40 N -0.61 -6.48 4.14  C36 1.485, H50 1.010, H51 1.010
41 H -2.87 -7.36 6.50  C35 1.090
42 H -1.71 -6.04 6.61  C35 1.090
43 H -1.10 -7.71 6.66  C35 1.090
44 H -2.47 -7.61 4.25  C36 1.090
45 H -2.74 -4.91 3.49  C37 1.090
46 H -2.29 -4.60 5.12  C37 1.090
47 H -5.39 -4.18 5.99  C39 1.090
48 H -5.74 -4.42 4.40  C39 1.090
49 H -4.32 -3.47 4.73  C39 1.090
50 H -0.73 -6.19 3.18  N40 1.010
51 H -0.09 -7.34 4.06  N40 1.010
52 C -4.94 1.33 3.70  C53 1.516, H58 1.090, H59 1.090, H60 1.090
53 C -3.87 0.75 4.59  C52 1.516, C54 1.479, N57 1.450, H61 1.090
54 C -2.52 1.36 4.59  C53 1.479, O55 1.440, H62 1.090, H63 1.090
55 O -1.61 0.36 5.07  C54 1.440, C56 1.458
56 C -0.26 0.86 5.26  O55 1.458, H64 1.090, H65 1.090, H66 1.090
57 N -4.27 0.54 5.97  C53 1.450, H67 1.010, H68 1.010
58 H -5.09 2.34 4.06  C52 1.090
59 H -5.78 0.65 3.50  C52 1.090
60 H -4.58 1.55 2.69  C52 1.090
61 H -4.00 -0.31 4.35  C53 1.090
62 H -2.51 2.29 5.16  C54 1.090
63 H -2.17 1.59 3.58  C54 1.090
64 H 0.37 -0.01 5.42  C56 1.090
65 H -0.15 1.62 6.03  C56 1.090
66 H 0.08 1.32 4.32  C56 1.090
67 H -3.54 0.10 6.52  N57 1.010
68 H -4.36 1.41 6.46  N57 1.010
69 C -4.48 -8.25 -0.88  C70 1.551, H75 1.090, H76 1.090, H77 1.090
70 C -3.30 -7.27 -0.67  C69 1.551, C71 1.553, N74 1.453, H78 1.090
71 C -1.91 -7.90 -0.91  C70 1.553, O72 1.383, H79 1.090, H80 1.090
72 O -1.61 -9.00 -0.12  C71 1.383, C73 1.389
73 C -0.64 -9.84 -0.65  O72 1.389, H81 1.090, H82 1.090, H83 1.090
74 N -3.58 -6.15 -1.56  C70 1.453, H84 1.010, H85 1.010
75 H -5.37 -7.74 -0.49  C69 1.090
76 H -4.33 -9.24 -0.45  C69 1.090
77 H -4.63 -8.44 -1.94  C69 1.090
78 H -3.34 -6.87 0.34  C70 1.090
79 H -1.21 -7.07 -0.87  C71 1.090
80 H -1.80 -8.19 -1.96  C71 1.090
81 H -0.97 -10.26 -1.60  C73 1.090
82 H -0.56 -10.72 -0.02  C73 1.090
83 H 0.37 -9.52 -0.90  C73 1.090
84 H -3.29 -6.26 -2.52  N74 1.010
85 H -4.44 -5.64 -1.63  N74 1.010
86 C 3.80 -4.20 3.36  C87 1.593, H92 1.090, H93 1.090, H94 1.090
87 C 3.61 -2.63 3.20  C86 1.593, C88 1.522, N91 1.458, H95 1.090
88 C 2.85 -2.13 1.98  C87 1.522, O89 1.403, H96 1.090, H97 1.090
89 O 3.10 -0.77 1.76  C88 1.403, C90 1.389
90 C 2.35 -0.15 0.77  O89 1.389, H98 1.090, H99 1.090, H100 1.090
91 N 2.85 -2.19 4.36  C87 1.458, H101 1.010, H102 1.010
92 H 2.84 -4.71 3.28  C86 1.090
93 H 4.27 -4.27 4.34  C86 1.090
94 H 4.45 -4.61 2.58  C86 1.090
95 H 4.52 -2.02 3.23  C87 1.090
96 H 1.78 -2.29 2.09  C88 1.090
97 H 3.15 -2.85 1.21  C88 1.090
98 H 2.14 -0.78 -0.09  C90 1.090
99 H 2.83 0.80 0.52  C90 1.090
100 H 1.35 0.17 1.08  C90 1.090
101 H 2.92 -1.19 4.38  N91 1.010
102 H 1.89 -2.47 4.24  N91 1.010
103 C -0.35 -2.55 -8.49  C104 1.499, H109 1.090, H110 1.090, H111 1.090
104 C 0.46 -1.79 -7.49  C103 1.499, C105 1.568, N108 1.460, H112 1.090
105 C -0.20 -1.51 -6.09  C104 1.568, O106 1.459, H113 1.090, H114 1.090
106 O 0.66 -0.49 -5.50  C105 1.459, C107 1.383
107 C 0.11 0.78 -5.39  O106 1.383, H115 1.090, H116 1.090, H117 1.090
108 N 1.72 -2.52 -7.38  C104 1.460, H118 1.010, H119 1.010
109 H -0.51 -3.58 -8.15  C103 1.090
110 H 0.22 -2.66 -9.41  C103 1.090
111 H -1.31 -2.10 -8.75  C103 1.090
112 H 0.93 -0.88 -7.86  C104 1.090
113 H -0.27 -2.37 -5.43  C105 1.090
114 H -1.25 -1.28 -6.30  C105 1.090
115 H -0.28 1.06 -6.37  C107 1.090
116 H 0.75 1.60 -5.08  C107 1.090
117 H -0.76 0.77 -4.74  C107 1.090
118 H 2.15 -2.11 -6.56  N108 1.010
119 H 1.31 -3.41 -7.12  N108 1.010
120 C -4.03 0.90 -5.73  C121 1.543, H126 1.090, H127 1.090, H128 1.090
121 C -5.39 1.39 -5.18  C120 1.543, C122 1.561, N125 1.414, H129 1.090
122 C -5.33 2.84 -4.60  C121 1.561, O123 1.497, H130 1.090, H131 1.090
123 O -4.37 2.70 -3.47  C122 1.497, C124 1.442
124 C -3.48 3.82 -3.25  O123 1.442, H132 1.090, H133 1.090, H134 1.090
125 N -6.37 1.21 -6.18  C121 1.414, H135 1.010, H136 1.010
126 H -4.08 0.01 -6.36  C120 1.090
127 H -3.28 0.63 -4.98  C120 1.090
128 H -3.51 1.55 -6.43  C120 1.090
129 H -5.62 0.81 -4.29  C121 1.090
130 H -6.33 3.10 -4.25  C122 1.090
131 H -4.99 3.48 -5.41  C122 1.090
132 H -2.85 3.61 -2.38  C124 1.090
133 H -4.10 4.70 -3.09  C124 1.090
134 H -2.80 3.92 -4.09  C124 1.090
135 H -5.97 1.65 -6.99  N125 1.010
136 H -7.15 1.78 -5.90  N125 1.010
137 C 4.82 -7.23 0.36  C138 1.606, H143 1.090, H144 1.090, H145 1.090
138 C 3.66 -7.70 1.37  C137 1.606, C139 1.521, N142 1.450, H146 1.090
139 C 2.38 -7.96 0.59  C138 1.521, O140 1.446, H147 1.090, H148 1.090
140 O 1.88 -6.63 0.30  C139 1.446, C141 1.362
141 C 1.81 -6.35 -1.03  O140 1.362, H149 1.090, H150 1.090, H151 1.090
142 N 4.27 -8.88 1.96  C138 1.450, H152 1.010, H153 1.010
143 H 5.80 -7.19 0.83  C137 1.090
144 H 4.56 -6.21 0.06  C137 1.090
145 H 4.75 -7.94 -0.46  C137 1.090
146 H 3.58 -6.93 2.14  C138 1.090
147 H 1.55 -8.44 1.12  C139 1.090
148 H 2.49 -8.72 -0.18  C139 1.090
149 H 1.43 -5.33 -1.11  C141 1.090
150 H 1.18 -6.94 -1.70  C141 1.090
151 H 2.74 -6.38 -1.61  C141 1.090
152 H 4.68 -8.84 2.88  N142 1.010
153 H 5.14 -9.12 1.51  N142 1.010
154 C -3.92 5.32 4.07  C155 1.491, H160 1.090, H161 1.090, H162 1.090
155 C -3.44 5.83 2.76  C154 1.491, C156 1.537, N159 1.483, H163 1.090
156 C -3.03 7.31 2.68  C155 1.537, O157 1.421, H164 1.090, H165 1.090
157 O -4.25 8.03 2.73  C156 1.421, C158 1.426
158 C -4.67 8.65 3.94  O157 1.426, H166 1.090, H167 1.090, H168 1.090
159 N -2.10 5.21 2.59  C155 1.483, H169 1.010, H170 1.010
160 H -3.79 4.23 4.03  C154 1.090
161 H -4.96 5.65 4.14  C154 1.090
162 H -3.29 5.71 4.87  C154 1.090
163 H -4.19 5.78 1.97  C155 1.090
164 H -2.40 7.42 1.80  C156 1.090
165 H -2.45 7.59 3.56  C156 1.090
166 H -5.43 9.39 3.66  C158 1.090
167 H -3.92 9.21 4.51  C158 1.090
168 H -5.03 7.87 4.61  C158 1.090
169 H -1.59 5.87 2.03  N159 1.010
170 H -2.01 4.44 1.94  N159 1.010
171 C -0.26 8.76 -0.92  C172 1.554, H177 1.090, H178 1.090, H179 1.090
172 C 0.19 7.31 -0.61  C171 1.554, C173 1.605, N176 1.428, H180 1.090
173 C 1.74 6.99 -0.90  C172 1.605, O174 1.443, H181 1.090, H182 1.090
174 O 2.11 7.43 -2.22  C173 1.443, C175 1.401
175 C 3.45 7.82 -2.34  O174 1.401, H183 1.090, H184 1.090, H185 1.090
176 N -0.07 7.04 0.77  C172 1.428, H186 1.010, H187 1.010
177 H 0.04 9.06 -1.92  C171 1.090
178 H 0.33 9.43 -0.30  C171 1.090
179 H -1.27 9.01 -0.58  C171 1.090
180 H -0.37 6.56 -1.17  C172 1.090
181 H 2.00 5.93 -0.83  C173 1.090
182 H 2.43 7.52 -0.25  C173 1.090
183 H 3.84 8.41 -1.51  C175 1.090
184 H 3.75 8.37 -3.23  C175 1.090
185 H 4.15 7.00 -2.20  C175 1.090
186 H 0.74 7.23 1.34  N176 1.010
187 H -0.80 7.72 0.91  N176 1.010
188 C 0.25 -11.04 -4.31  O189 1.450, H197 1.090, H198 1.090, H199 1.090
189 O 0.02 -9.61 -4.33  C188 1.450, C190 1.416
190 C 1.08 -8.68 -4.41  O189 1.416, C191 1.524, H200 1.090, H201 1.090
191 C 0.86 -7.32 -5.06  C190 1.524, N192 1.478, H202 1.090, H203 1.090
192 N -0.49 -6.85 -4.71  C191 1.478, C193 1.466, H204 1.010
193 C -0.98 -5.70 -5.49  N192 1.466, C194 1.581, H205 1.090, H206 1.090
194 C -1.98 -6.16 -6.62  C193 1.581, O195 1.390, H207 1.090, H208 1.090
195 O -3.31 -6.23 -6.22  C194 1.390, C196 1.425
196 C -3.58 -7.43 -5.51  O195 1.425, H209 1.090, H210 1.090, H211 1.090
197 H 0.94 -11.54 -4.99  C188 1.090
198 H -0.73 -11.43 -4.59  C188 1.090
199 H 0.53 -11.40 -3.32  C188 1.090
200 H 1.87 -9.13 -5.01  C190 1.090
201 H 1.61 -8.67 -3.45  C190 1.090
202 H 0.94 -7.43 -6.14  C191 1.090
203 H 1.64 -6.58 -4.86  C191 1.090
204 H -1.15 -7.61 -4.58  N192 1.010
205 H -0.07 -5.25 -5.87  C193 1.090
206 H -1.48 -4.92 -4.91  C193 1.090
207 H -1.65 -7.02 -7.20  C194 1.090
208 H -1.97 -5.39 -7.39  C194 1.090
209 H -3.02 -7.62 -4.59  C196 1.090
210 H -3.43 -8.30 -6.16  C196 1.090
211 H -4.64 -7.43 -5.26  C196 1.090
212 C -0.06 2.86 0.91  O213 1.422, H221 1.090, H222 1.090, H223 1.090
213 O -1.34 2.33 0.63  C212 1.422, C214 1.433
214 C -1.29 1.28 -0.34  O213 1.433, C215 1.584, H224 1.090, H225 1.090
215 C -2.60 0.39 -0.41  C214 1.584, N216 1.486, H226 1.090, H227 1.090
216 N -3.10 -0.02 0.93  C215 1.486, C217 1.462, H228 1.010
217 C -2.29 -1.06 1.55  N216 1.462, C218 1.489, H229 1.090, H230 1.090
218 C -2.61 -2.46 1.17  C217 1.489, O219 1.461, H231 1.090, H232 1.090
219 O -1.34 -3.13 0.87  C218 1.461, C220 1.390
220 C -1.37 -4.50 0.62  O219 1.390, H233 1.090, H234 1.090, H235 1.090
221 H 0.79 2.34 0.47  C212 1.090
222 H 0.18 2.89 1.98  C212 1.090
223 H -0.06 3.88 0.51  C212 1.090
224 H -0.46 0.60 -0.16  C214 1.090
225 H -1.14 1.77 -1.31  C214 1.090
226 H -2.58 -0.50 -1.05  C215 1.090
227 H -3.47 0.87 -0.84  C215 1.090
228 H -2.78 0.76 1.49  N216 1.010
229 H -2.68 -0.92 2.56  C217 1.090
230 H -1.21 -0.94 1.68  C217 1.090
231 H -3.19 -2.62 0.26  C218 1.090
232 H -3.01 -2.93 2.06  C218 1.090
233 H -0.48 -5.00 0.25  C220 1.090
234 H -2.14 -4.75 -0.11  C220 1.090
235 H -1.42 -5.15 1.49  C220 1.090
236 C 7.75 -1.30 -4.29  O237 1.396, H245 1.090, H246 1.090, H247 1.090
237 O 6.49 -0.70 -4.22  C236 1.396, C238 1.395
238 C 5.89 -0.44 -5.45  O237 1.395, C239 1.572, H248 1.090, H249 1.090
239 C 4.37 -0.02 -5.42  C238 1.572, N240 1.516, H250 1.090, H251 1.090
240 N 3.42 -1.15 -5.07  C239 1.516, C241 1.463, H252 1.010
241 C 3.65 -1.55 -3.69  N240 1.463, C242 1.556, H253 1.090, H254 1.090
242 C 2.46 -2.44 -3.23  C241 1.556, O243 1.466, H255 1.090, H256 1.090
243 O 1.28 -1.63 -2.92  C242 1.466, C244 1.430
244 C 0.45 -2.21 -1.90  O243 1.430, H257 1.090, H258 1.090, H259 1.090
245 H 7.71 -2.20 -4.91  C236 1.090
246 H 8.00 -1.49 -3.25  C236 1.090
247 H 8.63 -0.76 -4.61  C236 1.090
248 H 5.86 -1.35 -6.05  C238 1.090
249 H 6.50 0.17 -6.11  C238 1.090
250 H 4.10 0.50 -6.34  C239 1.090
251 H 4.26 0.77 -4.67  C239 1.090
252 H 2.44 -0.95 -5.16  N240 1.010
253 H 3.79 -0.87 -2.84  C241 1.090
254 H 4.43 -2.30 -3.54  C241 1.090
255 H 2.97 -2.98 -2.42  C242 1.090
256 H 2.09 -3.12 -4.00  C242 1.090
257 H 1.02 -2.68 -1.10  C244 1.090
258 H -0.28 -2.91 -2.30  C244 1.090
259 H -0.13 -1.40 -1.47  C244 1.090
260 C 9.98 2.13 10.54  O261 1.418, H269 1.090, H270 1.090, H271 1.090
261 O 9.76 2.79 9.31  C260 1.418, C262 1.415
262 C 9.11 1.95 8.37  O261 1.415, C263 1.607, H272 1.090, H273 1.090
263 C 8.85 2.82 7.04  C262 1.607, N264 1.474, H274 1.090, H275 1.090
264 N 7.50 3.41 6.94  C263 1.474, C265 1.444, H276 1.010
265 C 7.40 4.16 5.71  N264 1.444, C266 1.545, H277 1.090, H278 1.090
266 C 6.01 4.83 5.70  C265 1.545, O267 1.451, H279 1.090, H280 1.090
267 O 5.11 4.12 4.81  C266 1.451, C268 1.406
268 C 4.75 2.81 5.15  O267 1.406, H281 1.090, H282 1.090, H283 1.090
269 H 9.13 1.55 10.90  C260 1.090
270 H 10.33 2.86 11.28  C260 1.090
271 H 10.79 1.41 10.42  C260 1.090
272 H 8.19 1.66 8.89  C262 1.090
273 H 9.75 1.08 8.22  C262 1.090
274 H 8.96 2.11 6.22  C263 1.090
275 H 9.64 3.53 6.81  C263 1.090
276 H 7.18 3.99 7.70  N264 1.010
277 H 7.55 3.53 4.82  C265 1.090
278 H 8.16 4.93 5.75  C265 1.090
279 H 6.02 5.91 5.53  C266 1.090
280 H 5.54 4.84 6.68  C266 1.090
281 H 4.28 2.83 6.13  C268 1.090
282 H 5.72 2.32 5.23  C268 1.090
283 H 4.14 2.33 4.37  C268 1.090
284 C 0.53 3.80 -2.75  O285 1.504, H293 1.090, H294 1.090, H295 1.090
285 O 1.42 2.89 -1.94  C284 1.504, C286 1.448
286 C 2.74 2.72 -2.49  O285 1.448, C287 1.498, H296 1.090, H297 1.090
287 C 3.69 3.80 -2.06  C286 1.498, N288 1.468, H298 1.090, H299 1.090
288 N 4.91 3.74 -2.88  C287 1.468, C289 1.483, H300 1.010
289 C 5.88 2.76 -2.34  N288 1.483, C290 1.598, H301 1.090, H302 1.090
290 C 7.09 2.26 -3.25  C289 1.598, O291 1.431, H303 1.090, H304 1.090
291 O 7.90 3.40 -3.56  C290 1.431, C292 1.404
292 C 8.66 3.32 -4.73  O291 1.404, H305 1.090, H306 1.090, H307 1.090
293 H 0.38 3.47 -3.77  C284 1.090
294 H 0.87 4.83 -2.63  C284 1.090
295 H -0.46 3.79 -2.29  C284 1.090
296 H 2.56 2.76 -3.56  C286 1.090
297 H 3.02 1.69 -2.27  C286 1.090
298 H 3.86 3.75 -0.98  C287 1.090
299 H 3.17 4.74 -2.22  C287 1.090
300 H 5.31 4.66 -2.82  N288 1.010
301 H 5.31 1.87 -2.05  C289 1.090
302 H 6.17 3.04 -1.33  C289 1.090
303 H 6.79 1.92 -4.24  C290 1.090
304 H 7.73 1.57 -2.70  C290 1.090
305 H 9.30 2.44 -4.77  C292 1.090
306 H 9.37 4.14 -4.83  C292 1.090
307 H 8.03 3.23 -5.62  C292 1.090
308 C 0.12 8.52 6.56  O309 1.415, H317 1.090, H318 1.090, H319 1.090
309 O 1.18 7.59 6.73  C308 1.415, C310 1.441
310 C 2.32 7.82 5.88  O309 1.441, C311 1.582, H320 1.090, H321 1.090
311 C 1.87 7.43 4.41  C310 1.582, N312 1.409, H322 1.090, H323 1.090
312 N 2.81 7.82 3.44  C311 1.409, C313 1.471, H324 1.010
313 C 4.09 7.14 3.67  N312 1.471, C314 1.520, H325 1.090, H326 1.090
314 C 4.80 6.70 2.40  C313 1.520, O315 1.452, H327 1.090, H328 1.090
315 O 3.96 6.01 1.44  C314 1.452, C316 1.362
316 C 3.61 4.75 1.82  O315 1.362, H329 1.090, H330 1.090, H331 1.090
317 H 0.41 9.48 6.98  C308 1.090
318 H -0.50 8.05 7.32  C308 1.090
319 H -0.39 8.71 5.62  C308 1.090
320 H 3.18 7.26 6.26  C310 1.090
321 H 2.42 8.90 5.93  C310 1.090
322 H 0.95 7.97 4.21  C311 1.090
323 H 1.80 6.34 4.44  C311 1.090
324 H 2.53 7.38 2.57  N312 1.010
325 H 4.07 6.38 4.46  C313 1.090
326 H 4.77 7.91 4.03  C313 1.090
327 H 5.59 6.03 2.74  C314 1.090
328 H 5.45 7.44 1.93  C314 1.090
329 H 3.14 4.69 2.80  C316 1.090
330 H 4.46 4.08 1.77  C316 1.090
331 H 2.87 4.41 1.09  C316 1.090

LUMO energy ... 0.48 eV
Total charge ... 0
Highest occupied orbital energy ... -8.5 eV
Orbital gap ... 9.0 eV
Relative energy (zero: lowest compared OMol25 entry of this formula, charge and spin) ... 1108.66 kJ/mol
DFT total energy ... -5835.03815 Eh